[1]
47
Properties=species:S:1:pos:R:3:mulliken_charge:R:1 method="wB97M-V/def2-TZVPD" multiplicity=1 e_homo_ha=-0.1590 charge=-1
Mg -0.862 0.121 -0.213 1.07
C -5.144 0.547 -0.066 -1.47
C -3.771 -0.006 0.234 1.35
O -2.789 0.713 -0.175 -1.03
C -3.653 -1.225 0.870 -1.11
C -2.348 -1.776 1.100 1.07
C -2.055 -3.198 0.686 -1.31
N -1.331 -1.114 1.576 -0.90
N -1.642 0.021 2.348 -0.15
C -0.869 1.039 2.141 0.78
O -0.012 1.196 1.178 -0.91
C -1.007 2.175 3.111 0.36
C -0.248 3.327 2.930 -0.41
C -0.354 4.386 3.820 -0.56
C -1.223 4.307 4.899 -0.33
C -1.985 3.160 5.082 -0.59
C -1.878 2.101 4.196 -0.30
H -5.189 0.881 -1.104 0.31
H -5.309 1.423 0.566 0.35
H -5.935 -0.177 0.127 0.33
H -4.528 -1.861 0.927 0.27
H -2.799 -3.573 -0.015 0.30
H -2.033 -3.847 1.566 0.33
H -1.068 -3.239 0.224 0.32
H 0.420 3.368 2.080 0.41
H 0.243 5.278 3.668 0.37
H -1.307 5.135 5.593 0.36
H -2.667 3.094 5.922 0.36
H -2.465 1.202 4.324 0.42
C -5.716 -3.228 -3.728 -1.49
C -4.369 -2.594 -3.515 0.97
C -4.246 -1.229 -3.301 -0.49
C -3.006 -0.647 -3.061 -0.23
C -1.876 -1.443 -3.042 0.25
C -1.976 -2.812 -3.259 -0.79
C -3.215 -3.377 -3.496 -0.67
S -0.291 -0.747 -2.638 1.52
O 0.602 -0.987 -3.733 -0.71
O -0.565 0.659 -2.279 -0.75
O 0.054 -1.402 -1.351 -0.77
H -6.482 -2.474 -3.903 0.36
H -6.014 -3.807 -2.850 0.29
H -5.707 -3.909 -4.581 0.37
H -5.132 -0.606 -3.301 0.26
H -2.919 0.409 -2.847 0.43
H -1.088 -3.430 -3.226 0.39
H -3.292 -4.447 -3.655 0.35



[2]
44
Properties=species:S:1:pos:R:3:mulliken_charge:R:1 method="wB97M-V/def2-TZVPD" multiplicity=1 e_homo_ha=-0.2980
C -6.767 0.094 -1.215 -0.84
O -5.946 0.676 -0.232 -0.44
C -4.678 0.204 -0.081 0.78
C -4.108 -0.811 -0.843 -0.29
C -2.805 -1.212 -0.599 -0.83
C -2.059 -0.608 0.400 0.07
O -0.762 -1.044 0.571 -0.23
P 0.094 -0.757 1.891 0.33
O -0.545 -1.043 3.170 -0.78
N 1.410 -1.748 1.588 -0.18
C 2.291 -1.627 0.499 0.33
C 1.829 -1.850 -0.792 -0.16
C 2.692 -1.732 -1.865 -0.68
C 4.022 -1.405 -1.662 -0.49
C 4.491 -1.210 -0.375 -0.63
C 3.633 -1.323 0.703 -0.49
N 0.575 0.866 1.822 0.04
C 1.478 1.409 0.902 0.33
C 1.306 1.195 -0.460 0.30
C 2.209 1.722 -1.362 -0.69
C 3.280 2.482 -0.923 -0.62
C 3.436 2.724 0.431 -0.63
C 2.542 2.191 1.341 -0.75
C -2.620 0.406 1.161 0.07
C -3.918 0.806 0.923 -0.98
H -7.721 0.615 -1.147 0.24
H -6.352 0.232 -2.219 0.33
H -6.924 -0.973 -1.029 0.34
H -4.663 -1.301 -1.626 0.38
H -2.363 -2.004 -1.184 0.41
H 1.870 -1.935 2.470 0.38
H 0.794 -2.111 -0.939 0.57
H 2.324 -1.901 -2.866 0.39
H 4.693 -1.310 -2.503 0.42
H 5.528 -0.963 -0.206 0.38
H 3.998 -1.165 1.709 0.35
H 0.687 1.216 2.765 0.32
H 0.466 0.613 -0.805 0.47
H 2.072 1.540 -2.418 0.42
H 3.985 2.890 -1.631 0.41
H 4.261 3.324 0.784 0.39
H 2.669 2.373 2.400 0.36
H -2.033 0.867 1.941 0.51
H -4.370 1.589 1.509 0.41



[3]
46
Properties=species:S:1:pos:R:3:mulliken_charge:R:1 method="wB97M-V/def2-TZVPD" multiplicity=1 e_homo_ha=-0.1572 charge=-1
Pd -0.239 0.005 0.036 0.22
C -4.402 2.871 2.570 -0.90
C -3.028 3.531 2.603 -1.01
N -2.001 2.726 3.251 0.11
C -1.836 2.878 4.696 -0.67
C -2.538 1.805 5.518 -1.04
C -1.302 1.763 2.591 0.46
S -1.662 1.571 0.916 -0.15
N -0.407 1.129 3.358 -0.27
C 0.229 0.018 2.985 0.47
O 0.015 -0.706 1.994 -0.85
C 1.298 -0.455 3.932 0.37
C 1.405 0.043 5.225 -0.11
C 2.372 -0.457 6.084 -0.66
C 3.241 -1.450 5.648 -0.30
C 3.147 -1.935 4.351 -0.66
C 2.173 -1.444 3.493 -0.49
H -5.104 3.502 2.022 0.38
H -4.795 2.719 3.576 0.28
H -4.344 1.908 2.065 0.25
H -3.080 4.477 3.145 0.37
H -2.700 3.750 1.589 0.56
H -2.225 3.865 4.953 0.39
H -0.771 2.866 4.920 0.39
H -3.614 1.803 5.338 0.33
H -2.371 1.980 6.583 0.34
H -2.142 0.823 5.263 0.24
H 0.724 0.821 5.542 0.30
H 2.450 -0.073 7.094 0.38
H 3.991 -1.847 6.322 0.36
H 3.831 -2.698 4.004 0.40
H 2.077 -1.810 2.479 0.58
O 1.728 -3.165 -1.599 -0.69
C 1.187 -2.064 -1.640 0.72
O 1.085 -1.309 -0.602 -0.68
C 0.712 -1.545 -2.985 0.26
C 1.094 -2.315 -4.089 -0.48
C 0.780 -1.958 -5.384 -0.54
C 0.049 -0.794 -5.600 -0.42
C -0.346 -0.024 -4.527 -0.93
C -0.024 -0.373 -3.203 0.64
S -0.647 0.771 -2.021 -0.43
H 1.655 -3.214 -3.875 0.43
H 1.098 -2.575 -6.216 0.36
H -0.215 -0.487 -6.605 0.33
H -0.922 0.879 -4.692 0.39



[4]
45
Properties=species:S:1:pos:R:3:mulliken_charge:R:1 method="wB97M-V/def2-TZVPD" multiplicity=1 e_homo_ha=-0.2943
C 1.357 -0.185 2.277 -0.92
O 1.833 -1.421 2.748 -0.52
C 1.618 -2.530 1.961 1.24
C 0.949 -2.538 0.758 -0.33
C 0.794 -3.732 0.041 0.15
C 0.088 -3.718 -1.220 -0.35
N -0.385 -2.626 -1.673 0.09
N -1.039 -2.587 -2.837 -0.45
C -1.640 -1.451 -3.320 -0.05
O -2.333 -1.513 -4.314 -0.64
C -1.401 -0.209 -2.545 0.32
C -0.156 0.122 -2.021 -0.75
C 0.012 1.288 -1.301 0.04
C -1.062 2.151 -1.078 0.73
N -0.885 3.303 -0.305 0.14
C 0.287 3.472 0.537 -0.23
C -0.100 4.611 1.482 -0.76
C -1.070 5.429 0.641 -0.68
C -1.693 4.409 -0.299 0.53
O -2.706 4.568 -0.934 -0.65
C -2.304 1.833 -1.631 -0.56
C -2.461 0.676 -2.365 -1.03
C 1.323 -4.911 0.556 -0.99
C 1.994 -4.908 1.765 -0.74
C 2.150 -3.729 2.477 0.20
O 2.808 -3.732 3.660 -0.64
H 0.269 -0.194 2.161 0.39
H 1.821 0.077 1.321 0.36
H 1.638 0.546 3.034 0.31
H 0.522 -1.645 0.334 0.60
H -0.017 -4.669 -1.754 0.33
H -1.206 -3.449 -3.366 0.27
H 0.692 -0.523 -2.190 0.43
H 0.995 1.529 -0.927 0.52
H 0.508 2.546 1.073 0.05
H 1.157 3.749 -0.071 0.27
H 0.767 5.180 1.813 0.38
H -0.609 4.211 2.360 0.29
H -1.838 5.940 1.217 0.37
H -0.551 6.172 0.032 0.26
H -3.137 2.500 -1.493 0.47
H -3.420 0.435 -2.797 0.43
H 1.210 -5.836 0.011 0.34
H 2.409 -5.814 2.177 0.43
H 2.812 -2.828 4.004 0.37



[5]
47
Properties=species:S:1:pos:R:3:mulliken_charge:R:1 method="wB97M-V/def2-TZVPD" multiplicity=1 e_homo_ha=-0.3021
C 4.958 3.173 0.681 -0.77
H 4.273 3.834 0.934 0.28
O 4.462 2.000 0.444 -0.47
C 5.131 0.826 0.006 0.76
C 6.446 0.762 -0.431 -0.47
C 7.050 -0.276 -0.657 -0.22
C 6.360 -1.525 -0.663 -0.85
C 5.080 -1.473 -0.644 -0.29
C 4.351 -0.350 -0.187 0.25
N 3.089 -0.429 0.234 0.03
C 2.099 -1.212 0.209 0.57
O 2.312 -2.432 -0.313 -0.79
C 0.809 -1.227 0.543 0.50
C -0.262 -1.688 0.179 -0.53
C -1.590 -1.521 0.394 -1.08
C -1.904 -0.523 1.570 0.66
C -0.731 0.055 2.046 -0.51
C 0.493 -0.113 1.686 -0.53
H 1.442 0.594 2.007 0.06
H -0.989 1.026 2.853 -0.07
N -3.190 -0.207 1.709 -0.37
S -4.496 -0.185 0.820 0.99
O -5.402 0.700 1.230 -0.56
O -4.764 -1.591 0.548 -0.64
C -3.634 0.618 -1.000 0.22
C -3.272 -0.075 -1.995 0.50
O -2.766 0.656 -2.744 -0.28
N -2.630 2.159 -2.071 -0.55
C -3.249 1.754 -0.743 0.65
C -3.194 2.784 0.276 -1.24
H -3.149 3.922 -0.291 0.33
H -4.191 2.694 0.631 0.47
H -2.361 2.735 0.912 0.23
C -3.607 -1.575 -2.561 -1.28
H -2.663 -2.008 -2.714 0.32
H -4.131 -1.825 -1.795 0.41
H -4.080 -1.369 -3.663 0.37
H -3.277 0.565 2.729 0.40
H -2.424 -2.035 0.155 1.25
H -0.184 -2.438 -0.466 0.63
H 2.791 0.450 0.684 -0.06
H 4.440 -2.358 -0.374 0.28
H 6.884 -2.317 -1.133 0.35
H 8.105 -0.251 -0.921 0.37
H 6.846 1.936 -0.262 0.07
H 5.450 3.465 -0.376 0.24
H 5.799 3.050 1.376 0.35